No. 1
The following is a DFT calculation (the ωB97M-V functional and the def2-TZVPD basis) of a structure of composition C6H12Br.

Output
LUMO (spin up / spin down)	0.99 / -2.74	eV
HOMO energy (spin up / spin down)	-10.13 / -9.84	eV
<S²>	0.752
gap between HOMO and LUMO (spin up / spin down)	11.12 / 7.10	eV
E	-76457.29035	eV
multiplicity	2
energy relative to the best compared isomer or geometry (same formula, charge and spin)	98.9	kJ/mol

The geometry in XYZ format:
```
19
Properties=species:S:1:pos:R:3:forces:R:3:mulliken_charge:R:1
Br 2.4146 -1.6174 0.0000 3.182 -0.968 0.000 -0.14
H -1.2565 -1.7048 0.0000 0.044 0.282 0.000 0.39
C -0.2048 -1.3724 0.0000 -1.996 0.312 0.000 -1.46
C 0.0627 -0.6097 -1.2898 0.923 -0.424 -0.648 -0.24
C -0.3943 0.8190 -1.2707 -0.268 0.551 0.259 -0.66
C 0.0478 1.5445 0.0000 0.040 0.120 0.000 -0.68
C -0.3943 0.8190 1.2707 -0.268 0.551 -0.259 -0.66
C 0.0627 -0.6097 1.2898 0.923 -0.424 0.648 -0.24
H 0.3289 -2.3010 0.0000 0.044 -0.714 0.000 0.57
H 1.1637 -0.6475 -1.4969 -1.204 0.386 -0.200 0.27
H -0.3926 -1.1488 -2.1233 -0.021 -0.028 -0.030 0.30
H -0.0079 1.3451 -2.1435 -0.012 0.020 -0.086 0.36
H -1.4847 0.8670 -1.3407 -0.104 -0.025 0.035 0.34
H 1.1393 1.6449 0.0000 -0.011 -0.031 0.000 0.30
H -0.3634 2.5560 0.0000 0.069 0.037 0.000 0.30
H -0.0079 1.3451 2.1435 -0.012 0.020 0.086 0.36
H -1.4847 0.8670 1.3407 -0.104 -0.025 -0.035 0.34
H -0.3926 -1.1488 2.1233 -0.021 -0.028 0.030 0.30
H 1.1637 -0.6475 1.4969 -1.204 0.386 0.200 0.27
```
Positions in Å, forces in eV/Å.

=====

No. 2
The following is a DFT calculation (the ωB97M-V functional and the def2-TZVPD basis) of a structure of composition C6H12Br3N2O.

Output
LUMO (spin up / spin down)	-3.15 / -5.71	eV
total charge	+1
HOMO energy (spin up / spin down)	-10.08 / -13.17	eV
<S²>	2.009
gap between HOMO and LUMO (spin up / spin down)	6.93 / 7.46	eV
E	-221558.86086	eV
multiplicity	3

The geometry in XYZ format:
```
24
Properties=species:S:1:pos:R:3:forces:R:3:mulliken_charge:R:1
C -1.2506 0.7370 1.1396 1.119 1.672 3.206 -0.80
C -2.2123 1.5221 -0.8893 -2.599 0.722 -3.904 -0.19
C -2.6383 -0.9731 -0.0017 0.110 -2.024 1.319 0.03
C 2.0257 -1.3795 0.2349 2.410 1.545 0.538 -0.80
C 0.2175 1.5940 -0.5400 0.925 1.428 -0.670 -0.99
C 0.7435 0.2352 -1.0618 0.431 2.141 -0.555 -0.17
N -1.1827 1.3435 -0.1348 2.987 0.185 3.542 0.12
N -1.6021 -0.7049 1.0732 -1.037 -2.028 0.978 -0.11
O 0.7985 -0.7429 -0.0503 -0.330 0.224 -0.298 -0.22
Br -3.9429 2.1833 -0.4398 0.819 0.480 0.024 -0.11
Br -2.1143 -2.6018 -0.8270 -0.284 0.424 -0.300 -0.03
Br -4.4182 -0.9370 0.6128 0.610 -0.111 -0.085 0.09
H -0.1304 0.8033 1.5032 -2.680 -0.363 0.073 0.39
H -1.9963 1.2070 1.8992 1.240 -0.461 -1.448 0.34
H -1.9246 1.5384 -1.9390 -0.815 0.415 -0.003 0.43
H 2.9615 -0.7939 -0.1895 -1.990 -1.081 0.544 0.29
H 2.0218 -2.3852 -0.1811 0.133 -0.076 0.357 0.28
H 2.1570 -1.2863 1.3530 -0.069 -0.781 -1.159 0.30
H 0.8622 2.1327 0.2859 -1.367 -1.411 -1.179 0.32
H 0.3254 2.3527 -1.4097 -0.770 -1.337 1.248 0.40
H 1.7729 0.5475 -1.4086 -0.985 -1.243 -0.319 0.39
H -0.0520 -0.0162 -1.8367 1.590 -0.243 0.463 0.22
H -0.7214 -1.1618 0.7401 -0.154 0.161 -0.022 0.41
H -1.8972 -1.2250 2.0321 0.705 1.763 -2.350 0.42
```
Positions in Å, forces in eV/Å.

=====

No. 3
The following is a DFT calculation (the ωB97M-V functional and the def2-TZVPD basis) of a cluster of 3 separate species, C6H12Br6 in total.

Output
LUMO (spin up / spin down)	-4.48 / -9.35	eV
total charge	+1
HOMO energy (spin up / spin down)	-12.34 / -12.34	eV
<S²>	0.756
gap between HOMO and LUMO (spin up / spin down)	7.87 / 2.99	eV
E	-426661.03218	eV
multiplicity	2
energy relative to the best compared isomer or geometry (same formula, charge and spin)	55.6	kJ/mol

The geometry in XYZ format:
```
24
Properties=species:S:1:pos:R:3:forces:R:3:mulliken_charge:R:1
Br 0.7093 -2.0243 -2.2022 0.615 1.047 1.179 -0.06
C 1.3249 -0.4247 -1.1064 -0.143 -0.177 -0.633 -0.50
C 0.3523 -0.2559 0.0204 -0.177 -0.083 -0.169 -0.41
Br 0.5852 1.6712 0.8982 0.196 -1.743 -0.161 0.20
H 1.2796 0.3813 -1.8388 0.000 -0.054 0.215 0.38
H 2.3364 -0.5347 -0.7154 -0.040 -0.361 -0.417 0.38
H 0.5234 -0.9230 0.8653 0.004 0.257 0.017 0.33
H -0.6796 -0.3561 -0.3162 -0.128 0.631 0.266 0.19
Br -2.7511 0.0854 -2.3002 -1.370 -0.402 -1.322 -0.19
C -4.2873 -0.5340 -3.5681 -1.026 -1.719 1.953 -0.74
C -5.5443 -1.0075 -2.7355 0.008 1.514 0.138 -0.51
Br -6.8207 -1.2376 -4.1834 -0.326 -0.321 0.280 -0.12
H -4.0195 -1.4600 -4.0770 0.949 0.374 -0.006 0.42
H -4.6344 0.1796 -4.3154 0.711 0.547 0.562 0.47
H -5.9599 -0.2795 -2.0387 0.109 0.785 -0.637 0.35
H -5.5813 -1.8456 -2.0396 0.969 -0.732 -0.928 0.39
Br 5.7287 2.6455 4.5181 -0.613 -0.745 -0.450 -0.08
C 4.1581 1.8352 3.6166 0.284 -0.758 0.274 -0.76
C 4.1248 0.2625 3.7551 0.959 1.863 0.303 -0.40
Br 2.4754 -0.4119 2.8922 0.265 0.463 0.193 0.05
H 4.2084 2.1446 2.5727 -0.144 0.041 0.222 0.40
H 3.3165 2.2533 4.1689 -0.009 -0.004 -0.398 0.39
H 4.1678 0.0640 4.8260 -0.740 -0.474 -0.120 0.39
H 4.9873 -0.2276 3.3034 -0.351 0.052 -0.360 0.42
```
Positions in Å, forces in eV/Å.

=====

No. 4
The following is a DFT calculation (the ωB97M-V functional and the def2-TZVPD basis) of the ion C6H12Cl2N with charge -1.

Output
LUMO	3.67	eV
total charge	-1
HOMO energy	-3.52	eV
gap between HOMO and LUMO	7.19	eV
E	-32952.60188	eV

The geometry in XYZ format:
```
21
Properties=species:S:1:pos:R:3:forces:R:3:mulliken_charge:R:1
C -2.7107 0.3319 -0.0694 -0.147 0.156 0.170 -1.24
C -1.5737 0.0832 -1.0561 -0.057 -0.087 -0.007 -0.30
C -0.3950 1.0415 -0.8482 0.052 -0.131 -0.318 -0.56
N 0.0871 1.0697 0.5129 -0.110 0.555 -0.286 -0.50
C 1.3384 0.7680 0.7245 -0.716 -1.234 1.046 -0.60
Cl 2.7168 2.2077 -0.1462 0.387 0.455 -0.259 -0.54
C 1.8590 -0.5823 0.2029 0.198 0.229 -0.425 0.34
C 1.1965 -1.7025 0.9978 -0.171 -0.062 0.035 -1.12
Cl 3.6600 -0.8354 0.3374 -0.145 0.087 0.099 -0.24
H -3.1958 1.2992 -0.2594 0.122 -0.112 -0.012 0.31
H -3.4916 -0.4367 -0.1143 0.123 0.035 -0.066 0.36
H -2.3167 0.3722 0.9504 -0.015 -0.054 -0.132 0.33
H -1.2230 -0.9532 -0.9532 -0.023 0.119 0.003 0.18
H -1.9467 0.1895 -2.0850 0.061 -0.043 0.079 0.34
H 0.3941 0.8068 -1.5850 -0.133 -0.016 0.097 0.30
H -0.7342 2.0543 -1.1355 0.026 -0.105 0.180 0.39
H 1.6110 0.8770 1.7817 0.333 0.195 -0.228 0.50
H 1.6511 -0.6650 -0.8648 0.077 -0.085 0.136 0.16
H 1.7561 -2.6339 0.8884 -0.101 0.050 -0.017 0.40
H 1.1508 -1.4374 2.0601 0.105 -0.042 -0.123 0.31
H 0.1663 -1.8546 0.6611 0.134 0.090 0.026 0.16
```
Positions in Å, forces in eV/Å.

=====

No. 5
The following is a DFT calculation (the ωB97M-V functional and the def2-TZVPD basis) of the ion C6H12Cl2NO2 with charge -1.

Output
LUMO	3.57	eV
total charge	-1
HOMO energy	-3.40	eV
gap between HOMO and LUMO	6.96	eV
E	-37043.86909	eV
energy relative to the best compared isomer or geometry (same formula, charge and spin)	0.0	kJ/mol

The geometry in XYZ format:
```
23
Properties=species:S:1:pos:R:3:forces:R:3:mulliken_charge:R:1
C 1.2289 -1.6366 0.4535 3.717 1.629 1.084 -1.13
C -0.5771 -2.5042 -1.0646 -1.170 3.478 -1.138 -1.55
C 0.4678 1.3120 1.4166 1.305 -2.306 -1.101 -2.07
C -0.1702 -1.3985 -0.0664 0.727 0.439 -1.207 0.54
C -0.2426 2.4639 -0.6361 -0.330 0.139 -0.476 -0.41
C -0.5156 1.3316 0.3095 -0.293 -1.347 -2.154 1.07
N -0.3662 -0.0865 -0.8017 -0.244 1.727 2.249 -0.30
O 0.7819 0.2459 -1.6309 -0.375 -2.082 0.719 -0.43
O -1.7777 1.1611 0.8369 -2.392 0.623 -0.832 -0.60
Cl -1.8381 2.9935 -1.3193 -0.336 0.053 -0.437 -0.33
Cl 0.3776 3.9641 0.1968 0.103 -0.026 0.054 -0.29
H 2.1119 -1.3621 -0.2296 -1.675 -0.295 0.276 0.26
H 1.4818 -0.9466 1.3327 -0.586 -0.948 -1.151 0.19
H 1.5707 -2.6065 0.8530 -1.016 -0.221 -0.331 0.40
H -1.6903 -2.4334 -1.1883 1.030 -0.437 -0.063 0.31
H -0.2328 -3.3651 -0.6456 0.547 -2.979 0.790 0.51
H -0.0733 -2.2873 -2.0391 -0.437 -0.306 0.744 0.28
H 1.5006 1.3304 1.0307 -0.376 -0.239 -0.171 0.35
H 0.3329 0.3653 1.9521 -0.085 0.733 0.539 0.38
H 0.3983 2.2125 1.9221 -0.555 1.355 1.718 0.63
H -0.8001 -1.4740 0.8306 -0.394 0.606 -0.482 0.26
H 0.5576 1.1856 -1.7169 0.150 1.339 -0.061 0.57
H -2.5260 1.5351 0.2040 2.686 -0.934 1.432 0.36
```
Positions in Å, forces in eV/Å.

=====

No. 6
The following is a DFT calculation (the ωB97M-V functional and the def2-TZVPD basis) of a cluster of 2 separate species, C6H12Cl2Si in total.

Output
LUMO (spin up / spin down)	0.82 / -1.95	eV
HOMO energy (spin up / spin down)	-7.48 / -9.22	eV
<S²>	2.014
gap between HOMO and LUMO (spin up / spin down)	8.30 / 7.27	eV
E	-39335.81850	eV
multiplicity	3
energy relative to the best compared isomer or geometry (same formula, charge and spin)	23.7	kJ/mol

The geometry in XYZ format:
```
21
Properties=species:S:1:pos:R:3:forces:R:3:mulliken_charge:R:1
C 1.1560 -0.4273 -0.3232 1.314 2.022 -1.051 -0.21
C 0.1454 -1.2299 -0.2165 1.118 -0.798 -0.957 0.14
C -0.1277 -2.6301 -0.6096 -3.625 1.311 3.537 -1.19
C 1.2007 2.1334 -0.9928 0.082 -1.437 0.953 -1.20
C 1.1195 1.0513 0.1382 0.469 -0.255 -0.273 -0.12
C -1.6123 -0.4322 1.5701 -1.524 2.260 2.091 -0.99
Si -2.9564 0.4333 0.6698 -0.661 1.591 -0.280 0.62
Cl -3.5579 -0.8039 -0.8738 -0.052 0.138 0.347 -0.24
Cl -2.1133 2.1445 -0.2545 -0.602 -0.652 0.439 -0.24
H 2.1688 -0.6138 -0.8939 -1.846 -0.311 1.032 0.25
H 0.2380 -2.7122 -1.5401 1.628 -1.064 -3.314 0.46
H 0.2853 -3.2508 0.1896 -0.139 -0.474 -0.564 0.29
H -1.2819 -2.7536 -0.7012 1.871 -0.173 0.314 0.21
H 0.3317 2.7045 -1.1669 -1.572 -0.109 -0.197 0.27
H 1.8281 2.8917 -0.6961 1.926 1.712 1.054 0.41
H 1.6032 1.8558 -1.9326 0.231 -0.948 -0.933 0.35
H 0.2121 1.2733 0.6945 0.061 -0.270 0.182 0.06
H 1.9762 1.1052 0.8543 -0.543 0.481 -0.568 0.35
H -1.6646 -1.4623 1.6080 0.167 -2.205 -0.408 0.52
H -1.2333 -0.0707 2.5418 0.034 0.266 -0.721 0.39
H -4.2587 1.0697 1.3870 1.664 -1.084 -0.685 -0.11
```
Positions in Å, forces in eV/Å.

=====

No. 7
The following is a DFT calculation (the ωB97M-V functional and the def2-TZVPD basis) of a cluster of 3 separate species, C6H12Cl6 in total.

Output
LUMO	0.15	eV
HOMO energy	-10.50	eV
gap between HOMO and LUMO	10.65	eV
E	-81549.97016	eV
energy relative to the best compared isomer or geometry (same formula, charge and spin)	196.8	kJ/mol

The geometry in XYZ format:
```
24
Properties=species:S:1:pos:R:3:forces:R:3:mulliken_charge:R:1
Cl -0.7503 2.3027 -1.3620 1.935 0.512 -0.735 -0.20
C 0.9302 1.5350 -1.1116 -1.581 -0.638 0.696 -0.24
C 0.9143 0.7427 0.2878 0.958 1.643 -1.894 -0.66
Cl 1.0344 1.7893 1.7276 0.039 -0.286 -0.540 -0.16
H 1.6492 2.3085 -1.3816 0.074 0.037 1.081 0.44
H 1.0153 0.8332 -1.9413 -0.190 -0.341 0.229 0.21
H 1.7389 0.0300 0.2962 -0.014 1.884 0.287 0.32
H 0.0616 0.0640 0.3089 -0.447 0.795 0.415 0.39
Cl -3.5225 2.2415 2.5976 -0.299 -0.058 0.057 -0.21
C -2.2143 1.7533 1.5009 -0.002 -0.156 0.387 -0.22
C -2.6529 1.0235 0.2602 -0.162 0.110 -0.025 -0.14
Cl -3.6658 -0.4071 0.5264 -0.033 -0.180 0.261 -0.21
H -1.5317 1.1114 2.0578 -0.142 0.232 0.150 0.23
H -1.7207 2.6871 1.2317 0.125 -0.315 -0.090 0.26
H -1.7281 0.7096 -0.2240 -0.860 -0.295 0.122 -0.18
H -3.2023 1.6855 -0.4092 0.034 -0.154 -0.011 0.41
Cl 2.3627 -1.6540 1.2565 0.353 -0.801 0.036 -0.16
C 1.7488 -1.7655 -0.4030 -0.121 -2.262 -1.521 -0.26
C 1.4837 -3.2610 -0.8291 0.694 1.163 0.666 -0.58
Cl 2.9684 -4.3127 -0.9216 -0.673 0.692 0.258 -0.19
H 2.3884 -1.2684 -1.1324 0.501 -0.123 0.343 0.38
H 0.8067 -1.2201 -0.4591 0.013 -0.986 -0.057 0.07
H 1.0654 -3.3083 -1.8346 -0.233 0.115 0.295 0.36
H 0.8206 -3.6202 -0.0421 0.032 -0.586 -0.411 0.35
```
Positions in Å, forces in eV/Å.

=====

No. 8
The following is a DFT calculation (the ωB97M-V functional and the def2-TZVPD basis) of a cluster of 3 separate species, C6H12Cl6 in total.

Output
LUMO (spin up / spin down)	-2.80 / -10.59	eV
total charge	+1
HOMO energy (spin up / spin down)	-13.04 / -13.03	eV
<S²>	0.754
gap between HOMO and LUMO (spin up / spin down)	10.24 / 2.44	eV
E	-81540.44969	eV
multiplicity	2
energy relative to the best compared isomer or geometry (same formula, charge and spin)	69.5	kJ/mol

The geometry in XYZ format:
```
24
Properties=species:S:1:pos:R:3:forces:R:3:mulliken_charge:R:1
Cl 4.4021 -0.5903 -5.3403 0.490 0.593 -1.401 -0.16
C 3.7700 -1.3632 -3.9340 -1.147 -0.763 0.274 -0.27
C 2.9045 -0.3494 -3.2536 -0.195 1.435 1.555 -0.60
Cl 2.3525 -0.9001 -1.5606 0.412 0.206 -0.847 -0.21
H 4.6378 -1.7343 -3.3887 -0.514 0.055 0.413 0.30
H 3.0842 -2.1526 -4.2414 0.548 -0.423 -0.030 0.27
H 1.9772 -0.0180 -3.7208 0.078 -0.864 -0.461 0.34
H 3.4271 0.6004 -3.1404 0.302 -0.211 0.531 0.35
Cl -6.3570 1.9794 1.4732 0.565 -0.389 0.113 -0.03
C -5.0084 0.9383 2.0040 -1.399 -1.301 -0.153 -0.46
C -3.8145 1.0937 1.1178 0.394 1.936 -0.747 -0.27
Cl -4.1045 0.7314 -0.6537 0.363 0.138 1.994 0.04
H -5.2593 -0.1164 1.8916 -0.778 0.013 0.088 0.33
H -4.8814 1.1015 3.0743 0.500 0.269 -0.203 0.37
H -3.0098 0.4935 1.5423 0.330 -0.730 -0.307 0.20
H -3.5013 2.1318 1.2288 0.222 0.041 -0.753 0.40
Cl 1.1068 1.1397 3.7696 0.040 -0.284 -0.568 -0.13
C 1.8124 0.1130 2.4971 -0.838 -1.793 -0.526 -0.37
C 0.7116 -0.7538 1.6771 1.515 1.549 1.090 -0.31
Cl -0.4986 0.3322 0.9920 -0.510 0.350 -0.378 0.04
H 2.4364 -0.6372 2.9827 -0.095 0.005 0.191 0.34
H 2.4986 0.6669 1.8565 -0.575 0.267 -0.149 0.33
H 0.1459 -1.4463 2.3004 0.296 0.005 0.144 0.33
H 1.1675 -1.2602 0.8263 -0.007 -0.104 0.130 0.17
```
Positions in Å, forces in eV/Å.

=====

Which value of E does entry 1 give? -76457.29035 eV